Computed, not measured: a structure of composition C12H17BN6OSn, with the ωB97M-V functional and the def2-TZVPD basis.

XYZ file:
```
38
Properties=species:S:1:pos:R:3:mulliken_charge:R:1
C 2.859 -0.475 0.667 -0.06
N 1.622 -0.423 0.141 0.01
N 1.738 -0.242 -1.221 0.19
C 3.038 -0.210 -1.544 0.15
C 3.773 -0.344 -0.374 -1.03
B 0.521 -0.062 -2.178 -0.10
N -0.451 -1.247 -1.890 0.03
N -0.864 -1.564 -0.625 0.08
C -1.731 -2.596 -0.703 -0.05
C -1.822 -2.969 -2.040 -1.18
C -1.003 -2.108 -2.758 0.07
Sn -0.340 -0.317 1.130 0.82
N -0.202 1.266 -1.759 0.24
N -0.684 1.449 -0.495 0.01
C -1.198 2.679 -0.398 -0.16
C -1.059 3.298 -1.646 -0.93
C -0.433 2.377 -2.474 0.18
H -1.635 3.059 0.516 0.55
H -0.131 2.422 -3.514 0.53
H -1.373 4.287 -1.908 0.50
H 0.852 -0.024 -3.333 0.09
H -0.764 -2.031 -3.808 0.51
H 3.324 -0.095 -2.578 0.53
H -2.415 -3.768 -2.441 0.46
H 4.841 -0.342 -0.284 0.50
H -2.226 -2.997 0.172 0.43
H 3.018 -0.576 1.729 0.73
H -2.414 -0.660 2.058 0.50
C -1.867 -1.456 2.588 -1.09
H -2.383 -2.402 2.348 0.42
H -0.750 -1.650 2.364 0.45
H -1.933 -1.230 3.666 0.39
C 0.049 1.839 3.473 -0.92
C 0.712 0.632 2.927 0.49
O 1.692 0.056 3.362 -0.33
H -0.362 2.450 2.655 0.25
H 0.778 2.443 4.038 0.39
H -0.776 1.532 4.139 0.36
```

Results
Net charge: +4
Highest occupied orbital energy (spin up / spin down): -22.64 / -22.62 eV